[1]
{"formula": "C13H11BrClF8O", "method": "the ωB97M-V functional and the def2-TZVPD basis", "charge": -1, "homo_energy_ev": -3.093, "gap_ev": 5.4472, "energy_ev": -120010.689, "elements": ["Br", "Cl", "F", "F", "F", "F", "F", "F", "F", "F", "O", "C", "C", "C", "C", "C", "C", "C", "C", "C", "C", "C", "C", "C", "H", "H", "H", "H", "H", "H", "H", "H", "H", "H", "H"], "coordinates": [[2.674, -4.954, -1.124], [1.909, -1.983, -1.050], [-0.339, 4.782, 2.260], [0.401, 2.740, 2.318], [1.506, 1.851, -2.150], [2.139, 4.573, 3.386], [2.964, 3.724, 1.570], [2.395, 1.226, 1.217], [3.499, 0.686, -0.577], [2.481, 3.252, -0.829], [0.400, 2.518, -0.371], [1.151, -3.635, -1.410], [-3.871, -3.791, -0.254], [-1.319, -3.479, -0.497], [0.125, -4.004, -0.263], [0.242, 3.803, 0.218], [-2.925, -1.635, -1.298], [-2.490, -4.270, -0.080], [1.671, 2.170, -0.848], [-4.062, -2.458, -0.849], [-1.576, -2.178, -1.101], [1.970, 4.499, 2.039], [0.586, 3.934, 1.715], [2.262, 0.970, -0.108], [-0.830, 3.996, 0.142], [-2.388, -5.281, 0.392], [0.709, 4.585, -0.384], [0.113, -5.113, -0.076], [-4.757, -4.398, 0.060], [-3.097, -0.622, -1.740], [-5.073, -2.004, -0.993], [2.087, 5.507, 1.631], [1.627, 0.084, -0.225], [0.514, -3.527, 0.693], [-0.696, -1.572, -1.416]], "atomic_forces_ev_per_a": [[0.0, 0.1, 0.1], [-0.1, -0.4, 0.2], [0.3, 0.3, -0.1], [0.2, 0.2, 0.0], [0.2, -0.2, 0.2], [-0.3, 0.0, 0.0], [-0.2, 0.1, 0.1], [-0.1, 0.2, -0.1], [-0.1, 0.4, -0.2], [0.2, -0.2, -0.1], [1.0, 0.1, 0.5], [-1.1, -0.9, -0.2], [2.1, 2.0, -0.9], [-2.1, 0.3, -0.1], [0.4, 0.8, 0.7], [-0.6, 0.1, -0.5], [0.3, -2.8, 1.5], [-0.8, 1.3, -0.7], [-0.8, 0.7, -0.4], [1.6, -0.2, -0.1], [-1.2, -0.3, 0.2], [0.4, 0.3, 0.4], [-0.3, -0.9, -0.2], [0.0, -0.8, 0.3], [0.0, -0.1, 0.2], [0.2, 1.1, -0.5], [0.2, -0.1, 0.2], [-0.1, 1.1, -0.4], [1.0, 0.6, -0.3], [0.3, -1.1, 0.5], [0.8, -0.7, 0.2], [-0.1, 0.0, -0.1], [0.0, 0.3, -0.1], [-0.6, -0.6, -0.6], [-0.8, -0.6, 0.2]], "mulliken_charge": [-0.3490, -0.2583, -0.3410, -0.2569, -0.2814, -0.2823, -0.2024, -0.2837, -0.2392, -0.3033, -0.3559, -0.1927, -0.5983, 0.5393, -0.7746, -0.7365, -0.7134, -0.2620, 0.7410, -0.2042, -0.1029, 0.0949, 0.9072, 0.7677, 0.4050, 0.2279, 0.3058, 0.3532, 0.3151, 0.3305, 0.2688, 0.2690, -0.2909, 0.2546, 0.2489]}

=====

[2]
{"formula": "C13H11BrLuN2O4", "method": "the ωB97M-V functional and the def2-TZVPD basis", "charge": 3, "homo_energy_ev": [-20.156, -20.273], "gap_ev": [6.1758, 6.1024], "energy_ev": -128464.254, "elements": ["Lu", "Br", "O", "O", "O", "O", "N", "N", "C", "C", "C", "C", "C", "C", "C", "C", "C", "C", "C", "C", "C", "H", "H", "H", "H", "H", "H", "H", "H", "H", "H", "H"], "coordinates": [[-0.024, 0.126, -0.853], [-0.148, -0.015, 1.934], [-3.495, 2.779, -0.221], [-2.221, 1.042, -1.060], [2.147, 0.876, -1.013], [3.466, 2.652, -0.706], [-0.017, 2.242, -0.287], [0.705, -2.034, -0.270], [0.023, 4.860, 0.523], [0.390, -4.407, 0.083], [1.216, 4.186, 0.281], [-1.176, 2.901, -0.139], [-1.179, 4.201, 0.271], [1.198, -3.328, -0.084], [1.186, 2.851, -0.155], [2.311, 2.066, -0.671], [0.785, -5.871, 0.072], [-0.957, -4.103, 0.294], [-0.554, -1.845, 0.053], [-1.466, -2.811, 0.394], [-2.386, 2.157, -0.559], [-0.096, -6.494, 0.092], [-2.511, -2.609, 0.581], [3.527, 3.586, -0.256], [0.113, 5.913, 0.842], [-1.606, -4.955, 0.386], [2.130, 4.765, 0.577], [-4.329, 2.224, -0.343], [2.326, -3.508, -0.153], [-2.122, 4.733, 0.278], [1.381, -6.120, 0.967], [1.383, -6.063, -0.858]], "atomic_forces_ev_per_a": [[1.0, 1.3, -1.3], [-0.7, -1.3, -1.5], [-0.2, -1.9, -0.8], [0.0, -0.4, 0.0], [-0.7, 0.8, 0.0], [0.1, 1.1, 0.7], [0.6, 0.9, -0.7], [0.5, -1.7, 2.0], [0.4, 0.2, 0.0], [-2.4, -1.5, 0.6], [0.9, 0.1, 0.8], [1.3, 0.4, 0.0], [-0.6, 1.5, -0.1], [3.5, 2.6, -1.7], [-2.3, 1.5, 0.4], [1.2, -0.1, 0.7], [1.1, 0.9, -0.3], [-0.4, -0.4, -0.6], [0.7, -1.6, 1.4], [-0.7, -0.3, 0.3], [-0.5, 0.3, 1.1], [-0.2, -0.1, -0.1], [0.0, 0.0, 0.4], [-0.3, -2.3, -1.3], [-0.5, -0.7, -0.1], [-0.6, 0.0, 0.2], [-0.6, -0.8, -0.7], [1.1, 0.8, -0.1], [-1.7, 0.8, -0.3], [0.0, 0.1, 0.3], [0.0, 0.1, -0.4], [-0.4, 0.0, 0.9]], "mulliken_charge": [1.7094, 0.1161, -0.3771, -0.6399, -0.5862, -0.4147, -0.0510, -0.3057, -0.7017, 0.6728, -0.7878, 0.4792, -0.5769, -0.4039, 1.1151, 0.6961, -1.2513, -0.1896, 0.1140, -0.5979, 0.4988, 0.4056, 0.5059, 0.3692, 0.4740, 0.4119, 0.2042, 0.4445, 0.3812, 0.5540, 0.3601, 0.3717]}

=====

[3]
{"formula": "C13H11BrN2O5", "method": "the ωB97M-V functional and the def2-TZVPD basis", "charge": -2, "homo_energy_ev": 0.327, "gap_ev": 3.2585, "energy_ev": -96917.119, "elements": ["Br", "O", "O", "O", "O", "O", "N", "N", "C", "C", "C", "C", "C", "C", "C", "C", "C", "C", "C", "C", "C", "H", "H", "H", "H", "H", "H", "H", "H", "H", "H", "H"], "coordinates": [[-0.320, 1.747, 2.950], [0.606, 2.115, -6.916], [-1.742, -0.343, 1.639], [1.436, -1.985, -4.780], [1.101, 3.406, -4.497], [1.619, -0.709, -2.304], [2.369, -0.472, 3.196], [-0.743, 1.784, -0.707], [-1.009, -0.929, 5.190], [1.333, 1.366, -3.394], [1.684, -0.433, 2.273], [1.112, 2.168, -4.552], [1.291, -0.752, -4.708], [0.664, -0.457, 1.234], [0.989, 0.036, -5.857], [1.431, -0.022, -3.343], [-0.767, 1.232, 0.298], [-1.319, -1.541, 3.814], [-2.233, -0.676, 2.928], [0.874, 1.431, -5.905], [-0.599, 0.440, 1.516], [-0.401, -1.825, 3.310], [1.430, 1.923, -2.465], [-0.073, -0.380, 5.174], [1.093, -0.221, 0.258], [-1.846, -2.472, 4.017], [-3.117, -1.271, 2.712], [-2.610, 0.195, 3.462], [0.285, -1.473, 1.175], [-0.929, -1.714, 5.938], [0.845, -0.537, -6.771], [-1.811, -0.257, 5.489]], "atomic_forces_ev_per_a": [[-0.1, 0.1, 0.2], [0.0, -0.1, 0.0], [-0.2, 0.4, 0.5], [0.0, -0.1, 0.3], [-0.1, 0.0, -0.3], [-0.1, 0.1, 0.2], [0.1, 0.0, -0.2], [-0.4, 0.3, 0.0], [0.2, -0.1, -0.3], [0.1, 0.3, 0.2], [-0.2, -0.1, 0.5], [0.1, -0.2, 0.4], [-0.1, 0.2, -0.6], [0.1, 0.0, 0.3], [0.0, -0.4, 0.1], [-0.1, -0.2, -0.1], [0.1, 0.1, -0.2], [-0.2, 0.1, 0.6], [-0.2, -0.8, 0.1], [0.0, 0.3, 0.1], [0.4, -0.3, -1.0], [0.1, 0.1, -0.1], [0.0, -0.1, 0.0], [0.0, 0.2, 0.1], [0.1, 0.0, -0.2], [-0.1, -0.2, -0.2], [-0.1, 0.0, -0.3], [0.3, 0.3, 0.0], [0.0, -0.1, -0.2], [0.1, 0.0, 0.1], [0.0, 0.1, -0.1], [0.0, 0.1, 0.1]], "mulliken_charge": [-0.0935, -0.7933, -0.4121, -0.7825, -0.7667, -0.8018, -0.5281, -0.3179, -1.1900, -0.5947, 0.4229, 0.4956, 0.5243, -0.6185, -0.7503, 0.4019, -0.3380, -0.0305, -0.7870, 0.4443, 1.0951, 0.1603, 0.3058, 0.2592, 0.1445, 0.3902, 0.3397, 0.4791, 0.3271, 0.3715, 0.3443, 0.2992]}

=====

[4]
{"formula": "C13H11ClO4", "method": "the ωB97M-V functional and the def2-TZVPD basis", "homo_energy_ev": -8.630, "gap_ev": 9.1919, "energy_ev": -34371.210, "smiles": "COC(=O)c1ccc(COc2ccc(Cl)cc2)o1", "de_lowest_kcal_mol": 3.9, "elements": ["Cl", "O", "O", "O", "O", "C", "C", "C", "C", "C", "C", "C", "C", "C", "C", "C", "C", "C", "H", "H", "H", "H", "H", "H", "H", "H", "H", "H", "H"], "coordinates": [[4.943, -2.343, 0.453], [-3.167, -1.547, -0.774], [1.481, 2.300, -0.472], [-3.863, -1.484, 1.374], [-1.524, 0.500, -0.430], [-0.757, 1.510, 0.008], [-2.241, 0.053, 0.626], [1.799, -0.124, -0.596], [2.641, -1.200, -0.368], [-4.028, -2.640, -1.059], [-1.925, 0.779, 1.748], [3.898, -0.994, 0.170], [2.216, 1.164, -0.283], [3.488, 1.357, 0.259], [-0.962, 1.724, 1.346], [-3.178, -1.062, 0.475], [0.163, 2.188, -0.961], [4.327, 0.287, 0.485], [3.798, 2.362, 0.494], [-4.559, -2.941, -0.153], [-0.153, 3.224, -1.120], [-2.341, 0.639, 2.724], [0.826, -0.316, -1.017], [-3.420, -3.464, -1.431], [2.314, -2.199, -0.612], [-4.739, -2.329, -1.825], [0.132, 1.657, -1.921], [5.308, 0.441, 0.905], [-0.478, 2.460, 1.953]], "atomic_forces_ev_per_a": [[0.1, -0.2, 0.0], [0.3, 0.3, -0.1], [0.2, 0.0, 0.1], [0.2, 0.2, -0.1], [0.0, -0.1, -0.4], [0.2, 0.5, 0.7], [0.0, 0.3, 1.0], [-0.2, 0.3, -0.1], [0.3, 0.0, 0.1], [-0.3, -0.3, 0.1], [-0.3, -0.6, -0.6], [-0.2, 0.1, -0.1], [0.2, -0.2, 0.1], [-0.3, 0.1, -0.1], [0.2, 0.0, -0.7], [-0.2, -0.2, 0.0], [-0.3, -0.1, -0.2], [-0.1, -0.1, 0.0], [0.1, 0.1, 0.0], [0.0, 0.0, -0.2], [0.0, -0.2, 0.0], [-0.1, -0.1, 0.2], [-0.1, 0.0, 0.0], [0.0, 0.1, 0.0], [0.0, -0.1, 0.0], [0.1, 0.0, 0.0], [0.0, 0.1, 0.1], [0.1, 0.0, 0.0], [0.1, 0.2, 0.1]], "mulliken_charge": [-0.2223, -0.2592, -0.4363, -0.6144, -0.2906, 0.6232, 0.2000, -0.1839, -0.8747, -0.6708, -0.4395, 0.3036, 0.4828, -0.4565, -0.5461, 0.4369, -0.8780, -0.4879, 0.4160, 0.3441, 0.3681, 0.5191, 0.4726, 0.2257, 0.3990, 0.2351, 0.3917, 0.4024, 0.5399]}

=====

[5]
{"formula": "C13H11I", "method": "the ωB97M-V functional and the def2-TZVPD basis", "homo_energy_ev": [-7.782, -7.856], "gap_ev": [6.5947, 6.6305], "energy_ev": -21756.250, "elements": ["I", "C", "C", "C", "C", "C", "C", "C", "C", "C", "C", "C", "C", "C", "H", "H", "H", "H", "H", "H", "H", "H", "H", "H", "H"], "coordinates": [[-1.579, -2.254, 3.309], [-3.018, 1.811, 1.284], [-2.608, 0.592, 1.770], [0.724, -0.109, -1.630], [-1.490, -0.073, 1.228], [-1.207, -1.443, 1.435], [-2.313, 2.427, 0.257], [2.014, -0.673, -2.138], [-0.757, 0.583, 0.200], [1.496, -0.480, 0.626], [0.485, -0.007, -0.315], [2.546, -1.753, -1.196], [2.472, -1.290, 0.227], [-1.187, 1.816, -0.268], [1.935, -2.658, -1.292], [3.199, -1.680, 0.923], [2.743, 0.145, -2.204], [-3.179, 0.101, 2.547], [-0.616, 2.301, -1.046], [3.569, -2.016, -1.468], [-2.636, 3.387, -0.118], [1.885, -1.079, -3.144], [-3.889, 2.290, 1.709], [-0.002, 0.228, -2.354], [1.411, -0.164, 1.656]], "atomic_forces_ev_per_a": [[-0.1, 0.2, 0.0], [-0.1, 0.2, 0.0], [0.1, -0.2, 0.1], [-0.1, 0.0, 0.2], [-0.4, 0.8, 0.0], [0.5, -0.8, -0.1], [-0.1, -0.1, 0.1], [0.1, -0.2, 0.0], [-0.2, 0.0, 0.1], [0.1, -0.1, 0.2], [0.0, -0.1, -0.7], [-0.1, 0.2, -0.2], [0.1, 0.0, 0.0], [0.1, 0.0, 0.0], [0.0, -0.1, 0.0], [0.0, 0.0, 0.2], [0.0, 0.0, -0.1], [0.0, 0.0, 0.0], [0.1, 0.1, 0.0], [0.0, -0.1, 0.0], [0.0, 0.0, 0.0], [0.0, 0.1, 0.0], [-0.1, 0.0, 0.0], [-0.2, 0.1, 0.0], [0.0, 0.0, 0.1]], "mulliken_charge": [0.0636, -0.7115, -0.4894, -0.6910, 0.8405, -0.5328, -0.5444, -0.7048, 0.2791, -0.2923, 0.5613, -0.7521, -0.5764, -0.5001, 0.2828, 0.3957, 0.2414, 0.2119, 0.4989, 0.3535, 0.3906, 0.3462, 0.3732, 0.4428, 0.5133]}

=====

[6]
{"formula": "C13H11O2", "method": "the ωB97M-V functional and the def2-TZVPD basis", "charge": -1, "homo_energy_ev": -2.521, "gap_ev": 5.8741, "energy_ev": -17751.057, "smiles": "C=C(C1=C([O-])O1)c1ccccc1/C=C/C", "de_lowest_kcal_mol": 58.9, "elements": ["O", "O", "C", "C", "C", "C", "C", "C", "C", "C", "C", "C", "C", "C", "C", "H", "H", "H", "H", "H", "H", "H", "H", "H", "H", "H"], "coordinates": [[4.441, -2.063, -1.213], [2.168, -1.439, -1.689], [-1.130, 2.292, 0.472], [-0.243, 1.347, 0.199], [-1.287, -2.637, -0.958], [3.341, -1.608, -0.967], [-2.264, -1.596, -1.230], [1.684, -0.373, 2.110], [-0.804, 3.831, 0.395], [0.130, -1.045, 0.190], [-1.948, -0.301, -0.781], [-0.273, -2.377, -0.155], [-0.745, -0.045, -0.047], [2.404, -1.077, -0.158], [1.490, -0.853, 0.818], [0.822, 1.374, 0.229], [0.465, -3.143, -0.005], [-1.425, -3.591, -1.418], [-1.416, 4.420, -0.293], [-3.214, -1.749, -1.724], [-1.047, 4.215, 1.401], [0.158, 4.175, 0.080], [-2.267, 2.125, 0.437], [-2.622, 0.499, -1.053], [2.678, -0.106, 2.565], [0.904, -0.276, 2.794]], "atomic_forces_ev_per_a": [[-0.7, 0.3, 0.0], [0.5, -0.2, 0.2], [-0.7, 2.8, -1.9], [-2.2, -1.5, 0.4], [-3.9, 1.1, -1.3], [0.8, -0.4, -0.4], [1.8, 0.8, 1.1], [1.8, -0.2, -0.9], [-1.3, -0.8, 1.4], [-0.5, -2.4, 1.4], [0.0, -1.6, 0.0], [3.2, 1.1, 0.5], [-0.3, 1.6, -1.1], [0.9, 0.2, -0.6], [-0.7, 0.8, 1.1], [0.6, 0.8, -0.1], [0.2, -0.3, 0.3], [-0.1, -0.6, 0.1], [-0.7, -0.6, -0.1], [0.2, -0.2, -0.3], [0.4, 0.3, -0.3], [1.2, -0.6, 0.3], [1.9, -0.1, 0.3], [0.0, 0.2, 0.2], [-0.9, -0.5, -1.0], [-1.5, 0.0, 0.7]], "mulliken_charge": [-0.7167, -0.4637, -0.1558, -0.5425, -0.4912, 0.5192, -0.5912, -1.1815, -1.2159, 0.5950, -0.6077, -0.6224, 1.0622, -0.1062, -0.2069, 0.5023, 0.3441, 0.3910, 0.3102, 0.3774, 0.2685, 0.3616, 0.2458, 0.3000, 0.2568, 0.3675]}

=====

Number 1: molar mass 450.571 g/mol. Number 2: molar mass 514.112 g/mol. Number 3: molar mass 355.144 g/mol. Number 4: molar mass 266.680 g/mol. Number 5: molar mass 294.135 g/mol. Number 6: molar mass 199.229 g/mol.